Molecular formula: C2H9NO4
Method: DFT, the ωB97M-V functional and the def2-TZVPD basis

Values from the calculation:
Energy above the lowest of the compared OMol25 structures with the same formula, charge and spin, kcal/mol: 15.9
DFT total energy, Ha: -437.3220
LUMO level, eV: 0.43

Last column: Löwdin charge in e.
CARTESIAN COORDINATES (ANGSTROEM)
O: 1.13 -1.21 1.22  -0.021
C: 1.18 -0.11 0.70  -0.313
N: 0.03 0.66 0.59  0.056
C: -1.26 0.14 0.97  -0.254
O: -2.12 -0.05 -0.13  -0.063
H: 2.14 0.25 0.31  0.128
H: 0.07 1.45 -0.04  0.094
H: -1.08 -0.81 1.47  0.117
H: -1.87 0.85 1.54  0.128
H: -1.81 -0.63 -0.83  0.051
O: 1.33 2.46 -1.34  -0.049
H: 1.23 2.07 -2.23  0.071
H: 2.28 2.43 -1.27  0.039
O: -0.33 -2.01 -1.24  -0.046
H: -0.89 -2.79 -1.28  0.056
H: 0.01 -1.98 -0.34  0.006